Version A
C33H30Cl4N3O4SeZr | ωB97M-V/def2-TZVPD

Results
Charge: -1
HOMO energy, eV: -4.435
Kohn-Sham gap, eV: 6.875

```
76
C33H30Cl4N3O4SeZr (ωB97M-V/def2-TZVPD)
Zr 0.891 0.352 0.021
C -2.851 -0.927 0.345
N -1.854 -1.290 -0.659
C -2.268 -0.812 -1.991
C -1.501 0.398 -2.487
C -1.710 1.679 -1.702
N -1.022 1.685 -0.410
C -1.525 2.410 0.519
C -0.877 2.789 1.751
C -1.642 3.320 2.796
C -1.053 3.761 3.959
C 0.343 3.712 4.066
C 1.123 3.230 3.041
C 0.536 2.730 1.860
O 1.270 2.244 0.899
C -1.685 -2.751 -0.737
C -1.569 -3.532 0.569
C -0.439 -3.093 1.505
N 0.644 -2.563 0.719
C 1.744 -3.186 0.664
C 2.858 -2.791 -0.196
C 4.071 -3.471 -0.083
C 5.154 -3.152 -0.878
C 5.019 -2.133 -1.819
C 3.826 -1.451 -1.960
C 2.725 -1.761 -1.152
O 1.586 -1.089 -1.287
H -3.811 -1.439 0.165
H -3.027 0.147 0.313
H -2.492 -1.157 1.344
H -3.346 -0.592 -1.982
H -2.126 -1.616 -2.715
H -1.789 0.589 -3.525
H -0.434 0.159 -2.528
H -2.781 1.878 -1.562
H -1.281 2.500 -2.281
H -2.529 2.827 0.372
H -2.720 3.362 2.683
H -1.654 4.141 4.774
H 0.820 4.058 4.975
H 2.202 3.186 3.123
H -0.793 -2.931 -1.340
H -2.545 -3.181 -1.279
H -1.393 -4.567 0.261
H -2.517 -3.529 1.112
H -0.128 -3.938 2.137
H -0.798 -2.302 2.161
H 1.905 -4.096 1.264
H 4.154 -4.259 0.659
H 6.092 -3.680 -0.766
H 5.861 -1.863 -2.445
H 3.712 -0.643 -2.671
Cl 3.111 -1.106 6.399
C 2.091 -0.793 5.037
C 0.716 -0.713 5.197
Cl 0.000 -0.926 6.757
C -0.099 -0.462 4.087
Cl -1.823 -0.375 4.231
C 0.455 -0.280 2.831
O -0.244 -0.041 1.734
C 1.861 -0.361 2.667
O 2.310 -0.176 1.439
C 2.661 -0.622 3.768
Cl 4.368 -0.724 3.524
Se 1.807 1.823 -2.278
C 2.731 3.447 -1.883
C 3.450 3.646 -0.706
C 4.150 4.828 -0.500
C 4.152 5.831 -1.459
C 3.443 5.637 -2.638
C 2.740 4.459 -2.846
H 3.456 2.876 0.050
H 4.700 4.961 0.425
H 4.700 6.750 -1.291
H 3.434 6.406 -3.402
H 2.187 4.313 -3.766
```

---

Version B
C33H30Cl4N3O4SeZr | ωB97M-V/def2-TZVPD

Results
Charge: -1
HOMO energy, eV: -3.071
Kohn-Sham gap, eV: 4.644

```
76
C33H30Cl4N3O4SeZr (ωB97M-V/def2-TZVPD)
Zr 1.425 0.736 -0.076
C 2.909 -2.285 -1.102
N 2.560 -1.389 0.009
C 3.672 -1.288 0.963
C 4.906 -0.604 0.344
C 4.597 0.483 -0.688
N 3.619 1.447 -0.182
C 4.049 2.609 0.170
C 3.324 3.656 0.829
C 3.938 4.919 0.946
C 3.328 5.949 1.612
C 2.075 5.720 2.209
C 1.463 4.495 2.139
C 2.063 3.422 1.442
O 1.499 2.261 1.401
C 1.331 -2.923 1.581
C -1.145 -2.751 2.214
C -1.908 -2.258 0.979
N -1.239 -1.324 0.093
C -1.519 0.108 0.083
C -1.734 0.708 -1.291
C -2.766 0.259 -2.098
C -3.019 0.818 -3.344
C -2.212 1.852 -3.794
C -1.131 2.270 -3.032
C -0.854 1.687 -1.801
O 0.297 1.999 -1.167
H 2.736 -3.332 -0.838
H 3.964 -2.170 -1.347
H 2.312 -2.053 -1.978
H 3.970 -2.273 1.340
H 3.319 -0.713 1.819
H 5.552 -1.340 -0.138
H 5.489 -0.167 1.159
H 4.192 0.027 -1.594
H 5.522 0.998 -0.966
H 5.101 2.836 -0.034
H 4.910 5.065 0.488
H 3.801 6.919 1.685
H 1.586 6.526 2.741
H 0.502 4.314 2.602
H 1.727 -2.580 2.537
H 2.036 -3.640 1.154
H -0.796 -1.918 2.828
H -1.852 -3.334 2.804
H -2.821 -1.785 1.327
H -2.216 -3.131 0.398
H -0.755 0.709 0.599
H -3.374 -0.566 -1.749
H -3.833 0.446 -3.951
H -2.396 2.309 -4.759
H -0.446 3.027 -3.398
Cl -0.519 -5.603 -1.737
C -0.210 -4.263 -0.606
C -0.257 -4.644 0.753
Cl -1.632 -5.712 1.166
C 0.028 -3.675 1.839
Cl 0.423 -4.631 3.414
C 1.214 -1.702 0.702
O 0.993 -0.524 1.426
C 0.097 -1.715 -0.437
O 0.505 -0.656 -1.236
C 0.013 -3.042 -1.184
Cl 0.165 -2.884 -2.920
Se -2.907 0.756 1.366
C -4.566 0.502 0.437
C -5.297 -0.672 0.582
C -6.501 -0.827 -0.091
C -6.984 0.194 -0.898
C -6.263 1.373 -1.030
C -5.055 1.527 -0.365
H -4.921 -1.470 1.209
H -7.059 -1.748 0.015
H -7.922 0.071 -1.425
H -6.631 2.169 -1.664
H -4.472 2.430 -0.485
```

---

Sorted by energy, starting with the most stable: version A, version B.

---

Version A
C3H4S | ωB97M-V/def2-TZVPD

Results
Charge: 0
HOMO energy (alpha / beta), eV: -8.645 / -8.096
Kohn-Sham gap (alpha / beta), eV: 8.589 / 6.689

```
8
C3H4S (ωB97M-V/def2-TZVPD)
C -0.398 2.122 -0.183
C 0.680 1.498 -0.667
C 0.148 -0.717 0.438
S 0.911 2.984 0.519
H -1.486 2.225 -0.250
H 0.970 -1.010 1.107
H 0.430 -1.112 -0.574
H -0.703 -0.265 0.809
```

---

Version B
C3H4S | ωB97M-V/def2-TZVPD

Results
Charge: 0
HOMO energy, eV: -10.087
Kohn-Sham gap, eV: 9.922

```
8
C3H4S (ωB97M-V/def2-TZVPD)
C 2.716 0.789 0.447
C -0.339 -0.244 -0.335
C -0.120 0.506 0.722
S 3.320 -0.348 -0.368
H -1.270 -0.635 -0.497
H 0.480 -0.317 -0.945
H 0.864 1.001 0.999
H -0.805 0.630 1.495
```

---

Sorted by energy, starting with the most stable: version B, version A.

---

Version A
C29H55BaN4O7SSi2 | ωB97M-V/def2-TZVPD

Results
Charge: -1
HOMO energy, eV: -4.348
Kohn-Sham gap, eV: 6.310

```
99
C29H55BaN4O7SSi2 (ωB97M-V/def2-TZVPD)
Ba -0.036 1.221 -0.908
C 2.940 5.079 1.219
N 1.762 4.859 0.411
C 1.577 5.760 -0.709
C 1.163 3.653 0.334
O 0.289 3.415 -0.484
C 1.475 2.643 1.426
O 1.101 1.381 0.969
C 0.306 0.641 1.831
C -1.024 1.297 2.069
O -1.530 2.028 1.239
N -1.609 1.071 3.268
C -2.919 1.623 3.511
C -1.062 0.185 4.265
H 3.242 6.118 1.107
H 2.723 4.890 2.273
H 3.758 4.432 0.886
H 1.534 6.785 -0.341
H 2.395 5.647 -1.424
H 0.642 5.497 -1.201
H 2.546 2.655 1.657
H 0.911 2.943 2.320
H 0.054 -0.291 1.322
H 0.842 0.424 2.762
H -3.333 1.943 2.557
H -3.575 0.868 3.945
H -2.861 2.477 4.193
H -0.895 -0.808 3.846
H -0.120 0.568 4.670
H -1.771 0.112 5.089
C 7.012 0.441 -3.490
Si 6.604 1.151 -1.755
C 6.752 3.045 -1.892
C 8.026 0.613 -0.573
C 5.021 0.268 -1.225
C 5.061 -1.102 -1.048
C 3.895 -1.825 -0.810
C 2.700 -1.131 -0.855
N 2.617 0.176 -1.014
C 3.748 0.899 -1.124
S 3.609 2.585 -1.097
H 7.954 0.826 -3.871
H 6.231 0.704 -4.197
H 7.077 -0.642 -3.469
H 7.734 3.313 -2.278
H 6.615 3.530 -0.932
H 5.998 3.443 -2.562
H 8.974 1.034 -0.895
H 8.142 -0.467 -0.545
H 7.846 0.945 0.445
H 6.009 -1.625 -1.100
H 3.920 -2.890 -0.628
H 1.756 -1.648 -0.766
N -0.773 1.556 -4.538
C -0.449 1.511 -3.436
C -0.608 -3.872 -0.889
C -1.819 -3.440 -1.717
C -1.347 -2.640 -2.935
C -2.595 -4.679 -2.194
O -2.710 -2.670 -0.956
Si -2.308 -1.424 0.064
O -0.969 -0.719 -0.285
O -2.207 -1.994 1.629
C -3.180 -2.728 2.324
C -2.572 -3.193 3.661
C -3.618 -3.973 1.546
C -4.409 -1.860 2.614
O -3.644 -0.464 0.116
C -4.499 -0.049 -0.914
C -5.411 -1.216 -1.325
C -5.346 1.099 -0.342
C -3.727 0.455 -2.130
H 0.059 -4.494 -1.481
H -0.928 -4.420 -0.007
H -0.083 -2.983 -0.559
H -0.659 -3.227 -3.537
H -0.849 -1.733 -2.599
H -2.202 -2.357 -3.543
H -1.964 -5.293 -2.829
H -3.467 -4.365 -2.762
H -2.928 -5.272 -1.347
H -1.641 -3.726 3.488
H -3.269 -3.858 4.168
H -2.371 -2.346 4.311
H -2.749 -4.590 1.331
H -4.062 -3.678 0.603
H -4.333 -4.555 2.125
H -4.126 -1.016 3.236
H -5.181 -2.438 3.118
H -4.787 -1.468 1.679
H -5.998 -1.545 -0.469
H -4.788 -2.040 -1.657
H -6.085 -0.916 -2.125
H -5.879 0.765 0.546
H -6.066 1.445 -1.081
H -4.694 1.923 -0.062
H -3.042 -0.315 -2.470
H -3.137 1.329 -1.859
H -4.410 0.715 -2.936
```

---

Version B
C29H55BaN4O7SSi2 | ωB97M-V/def2-TZVPD

Results
Charge: -1
HOMO energy, eV: -3.934
Kohn-Sham gap, eV: 6.041

```
99
C29H55BaN4O7SSi2 (ωB97M-V/def2-TZVPD)
Ba -0.438 -0.029 0.504
C 3.048 1.059 -2.658
N 1.615 1.288 -2.759
C 1.158 1.645 -4.092
C 0.808 0.659 -1.869
O 1.258 0.086 -0.882
C -0.681 0.803 -2.010
O -1.372 -0.321 -1.522
C -1.674 -1.348 -2.466
C -0.467 -1.930 -3.195
O 0.505 -1.230 -3.476
N -0.590 -3.195 -3.665
C -1.673 -4.089 -3.296
C 0.611 -3.873 -4.123
H 3.578 2.011 -2.561
H 3.404 0.536 -3.549
H 3.247 0.444 -1.787
H 1.937 2.229 -4.580
H 0.258 2.256 -4.061
H 0.962 0.743 -4.678
H -1.006 1.055 -3.015
H -0.939 1.622 -1.340
H -2.373 -0.971 -3.227
H -2.140 -2.114 -1.844
H -1.502 -4.525 -2.310
H -1.712 -4.886 -4.040
H -2.632 -3.575 -3.298
H 1.368 -3.128 -4.342
H 0.391 -4.449 -5.025
H 0.979 -4.533 -3.331
C 1.399 -4.797 2.640
Si 0.650 -5.914 1.323
C 0.325 -7.618 2.120
C 1.892 -6.298 -0.057
C -1.033 -5.221 0.831
C -2.216 -5.821 1.228
C -3.441 -5.189 1.030
C -3.423 -3.938 0.449
N -2.317 -3.330 0.030
C -1.126 -3.943 0.205
S 0.287 -3.130 -0.373
H 2.422 -5.096 2.888
H 0.804 -4.807 3.553
H 1.406 -3.770 2.277
H 1.266 -8.070 2.442
H -0.149 -8.310 1.417
H -0.318 -7.535 3.000
H 2.809 -6.710 0.375
H 2.131 -5.386 -0.598
H 1.499 -7.031 -0.767
H -2.192 -6.793 1.709
H -4.372 -5.647 1.337
H -4.349 -3.388 0.297
N -1.282 -2.113 3.533
C -1.075 -1.562 2.527
C -2.024 2.866 3.607
C -1.973 4.076 2.670
C -3.279 4.182 1.874
C -1.771 5.355 3.485
O -0.843 3.995 1.793
Si -0.438 2.717 0.832
O -1.632 1.837 0.386
O 0.576 1.681 1.656
C 1.918 1.940 2.110
C 2.204 0.928 3.221
C 2.068 3.365 2.648
C 2.926 1.741 0.973
O 0.557 3.343 -0.349
C 0.436 4.571 -1.092
C 0.721 5.822 -0.246
C 1.514 4.517 -2.176
C -0.955 4.676 -1.726
H -2.782 3.004 4.378
H -1.052 2.727 4.085
H -2.257 1.962 3.043
H -4.139 4.243 2.543
H -3.381 3.301 1.244
H -3.258 5.073 1.240
H -2.570 5.484 4.216
H -1.755 6.222 2.820
H -0.813 5.310 4.007
H 1.547 1.107 4.073
H 3.242 1.013 3.543
H 2.014 -0.084 2.859
H 1.353 3.549 3.451
H 1.881 4.089 1.857
H 3.079 3.514 3.029
H 2.977 0.694 0.683
H 3.917 2.070 1.292
H 2.623 2.325 0.108
H 1.743 5.783 0.137
H 0.037 5.882 0.589
H 0.619 6.717 -0.863
H 2.492 4.415 -1.700
H 1.501 5.430 -2.772
H 1.356 3.658 -2.819
H -1.714 4.699 -0.942
H -1.150 3.803 -2.351
H -1.041 5.577 -2.334
```

---

Sorted by energy, starting with the most stable: version A, version B.